# 1
DFT (ωB97M-V/def2-TZVPD) results for the ion C7H11N with charge -1 at a distorted geometry.

Geometry (Å):
H (-0.7536, 1.9798, -2.0121)
H (1.4659, 0.0183, -1.4790)
H (-1.5465, -1.6902, 0.4802)
C (-0.8350, -0.8889, 0.3246)
H (0.8261, 0.2938, 0.9996)
C (-0.1151, -0.7078, 2.6836)
C (0.4502, 0.3899, -1.4654)
H (-1.7220, -0.0157, -1.4980)
C (-0.2003, -2.0118, 3.1025)
C (0.0013, -0.3336, 1.3040)
H (1.0371, 3.4027, -2.8046)
H (-0.1362, -2.8372, 2.3885)
H (-0.0989, 0.0430, 3.4868)
H (-0.5756, -2.3951, 4.0405)
C (-0.7457, -0.4235, -1.1605)
H (-0.7686, -1.3824, -1.7002)
C (0.2740, 1.6391, -1.9395)
H (2.2099, 2.3630, -2.4299)
N (1.2328, 2.5566, -2.3210)

## Properties
charge: -1
orbital gap (alpha / beta): 2.626 / 6.186 eV
E: -327.94433 Ha
LUMO (alpha / beta): 3.6 / 3.5 eV
2S+1: 2

=====

# 2
DFT (ωB97M-V/def2-TZVPD) results for a structure of composition C7H11N at a distorted geometry.

Geometry (Å):
H (-1.8791, -0.6767, -1.7601)
H (0.1020, -0.1317, -0.8268)
N (-0.6155, -0.3178, 1.1058)
C (1.8942, 0.0081, -0.0232)
H (1.6747, -1.8974, -0.9956)
H (1.8533, 2.0473, 0.0861)
C (1.2328, 1.1774, -0.0874)
C (-1.6759, -0.7193, -0.6765)
H (-0.5069, 2.4807, 0.4055)
H (-0.4611, 1.9202, -1.2754)
C (1.2875, -1.3900, -0.0979)
H (2.9652, 0.0772, 0.1384)
H (-1.2747, -0.9997, 1.5185)
H (1.4339, -1.8476, 0.8762)
C (-0.3020, 1.6107, -0.2234)
C (-1.4078, 0.5072, 0.2307)
H (-2.4661, -1.3235, -0.2773)
C (-0.1730, -0.9324, -0.1722)
H (-2.2671, 1.0053, 0.6697)

## Properties
orbital gap: 9.639 eV
E: -327.89130 Ha
LUMO: 1.1 eV

=====

# 3
DFT (ωB97M-V/def2-TZVPD) results for a structure of composition C7H11N at a distorted geometry.

Geometry (Å):
C (-0.5813, 0.2834, 0.0320)
H (-2.4914, -0.6077, 0.4607)
H (2.2155, -0.1866, 1.6351)
C (0.1767, -0.4238, -1.0287)
C (0.1452, 1.4189, -0.2155)
H (0.3033, 2.3022, 0.4808)
H (1.1544, -2.0784, -1.3786)
H (2.4112, 1.1199, -0.7634)
C (-2.0705, 0.3415, 0.4717)
H (0.0625, 0.2014, -2.0333)
H (-3.1321, 1.1300, -0.0194)
C (1.3443, -0.0039, 1.0031)
N (-0.1044, -1.8310, -1.1342)
C (0.0913, -0.2085, 1.2580)
H (-2.2224, 0.6513, 1.7544)
C (1.3791, 0.4116, -0.4078)
H (-0.0027, 1.9396, -1.0701)
H (-0.4452, -0.3759, 2.2859)
H (-0.0317, -2.1935, -0.0896)

## Properties
orbital gap: 9.842 eV
E: -327.77990 Ha
LUMO: 0.9 eV

=====

# 4
DFT (ωB97M-V/def2-TZVPD) results for a structure of composition C7H11N at a distorted geometry.

Geometry (Å):
H (1.7393, -0.0033, -2.0954)
H (0.1712, -1.1986, -2.2064)
C (0.8336, -0.4357, -1.5465)
H (-2.3313, 0.9316, 1.3993)
H (-0.3608, -1.6186, 0.4762)
H (1.4683, -1.5382, 0.5963)
C (-0.2318, 0.3110, 1.4566)
H (2.8041, -0.7837, 0.0531)
C (0.8507, 0.5137, 0.2425)
H (-2.4137, -0.3639, -0.9011)
C (-1.4533, -0.1105, -0.2609)
H (-0.6239, 1.2345, -1.7466)
C (1.5893, -0.6089, -0.0887)
C (-0.1311, 0.4764, -0.8809)
N (-0.9541, -0.9693, 0.8529)
H (0.1033, -0.0292, 2.4237)
H (-1.2368, 1.9415, 0.8119)
C (-1.3276, 0.9236, 0.8904)
H (1.5045, 1.3279, 0.5237)

## Properties
orbital gap: 9.992 eV
E: -327.82192 Ha
LUMO: 1.0 eV

=====

# 5
DFT (ωB97M-V/def2-TZVPD) results for the molecule C7H11N at a distorted geometry.

Geometry (Å):
N (-0.9848, 3.7664, -1.0527)
H (0.8576, -4.1405, 1.4548)
H (0.0128, -0.5448, -1.8837)
H (0.5007, -2.4270, -0.3483)
C (-1.0975, 2.3933, -0.8648)
H (1.5856, -3.7696, 3.0935)
C (-0.4263, -0.0029, -1.0482)
H (1.4312, -1.2867, 2.3954)
H (-1.9023, 2.0848, -0.1990)
C (0.5935, -1.7077, 0.4668)
C (1.1948, -3.3866, 2.1607)
H (0.2874, 0.2268, 1.0976)
C (-0.2756, 1.4765, -1.3740)
H (-0.2571, 4.0194, -1.7075)
C (1.1066, -2.1207, 1.7797)
C (0.1775, -0.4508, 0.2496)
H (0.5379, 1.8152, -2.0175)
H (-1.4958, -0.2249, -1.0322)
H (-1.8464, 4.2797, -1.1703)

## Properties
orbital gap: 9.311 eV
E: -328.01308 Ha
LUMO: 1.2 eV

=====

# 6
DFT (ωB97M-V/def2-TZVPD) results for a cluster of 2 separate species, C7H11N2O in total at a distorted geometry.

Geometry (Å):
H (1.1227, -3.0049, -1.0270)
C (-1.0288, 0.0773, 0.1788)
C (-2.9050, -0.1087, -0.9933)
H (2.7127, 1.2259, 1.3284)
H (2.9036, -1.4060, 0.1559)
O (1.9150, -2.7336, -0.6181)
C (-1.6553, 0.4317, -1.0011)
H (-1.1943, 1.0524, -1.8203)
C (0.2983, 0.4453, 0.6742)
N (-3.0675, -0.7436, 0.1786)
H (0.8009, 1.7281, -0.8975)
H (-3.6143, -0.1483, -1.8815)
H (-1.8272, -1.0931, 1.8707)
H (0.8605, -0.0295, 1.4740)
H (2.1664, 2.8475, 0.8740)
H (3.0706, 1.8364, -0.2284)
H (-3.7622, -1.3425, 0.4491)
C (-1.9908, -0.5640, 0.9279)
C (2.2598, 1.8225, 0.4804)
C (1.8611, -1.5287, -0.0918)
N (1.0739, 1.2358, -0.0333)

## Properties
charge: +1
orbital gap: 8.458 eV
E: -457.70369 Ha
LUMO: -4.1 eV

=====

# 7
DFT (ωB97M-V/def2-TZVPD) results for the ion C7H11N2O with charge +1 at a distorted geometry.

Geometry (Å):
H (0.6199, 1.0237, -1.3368)
H (1.9305, -1.3203, -0.3379)
C (-2.3603, -0.9425, 0.3627)
C (-0.0144, -0.6132, -0.0639)
C (1.0367, 0.4878, -0.3727)
C (-1.7416, 1.1323, -0.2026)
H (2.5267, -0.4162, 1.5412)
N (2.2021, -0.3615, -0.5154)
H (-4.6099, -0.5001, 0.3719)
H (-2.3360, -2.0186, 0.6748)
C (-3.4934, -0.2290, 0.1663)
N (-1.2651, -0.1527, 0.0944)
H (3.6549, 0.7844, 0.5833)
C (3.1862, -0.1999, 0.5919)
O (0.3705, -1.7473, -0.1016)
H (2.6735, -0.0928, -1.4385)
H (-0.9910, 1.8975, -0.2423)
C (-3.0710, 1.0926, -0.1426)
H (1.3762, 1.1794, 0.4432)
H (-3.6432, 1.9445, -0.5003)
H (3.9487, -0.9482, 0.4248)

## Properties
charge: +1
orbital gap: 9.068 eV
E: -457.78456 Ha
LUMO: -3.4 eV

=====

# 8
DFT (ωB97M-V/def2-TZVPD) results for the ion C7H11N2O2 with charge +1 at a distorted geometry.

Geometry (Å):
N (0.2188, 0.0014, -0.1981)
C (1.3817, -1.4188, -1.6425)
H (-3.1457, 1.4957, 0.7316)
N (-2.3395, 2.1233, 0.6939)
H (-1.1400, 1.0824, 2.1051)
O (0.5151, 2.0168, -0.9060)
H (-0.5484, -2.3830, -1.3977)
H (0.2804, -1.5795, 1.1752)
H (1.6199, 2.4786, -3.0700)
C (-1.1911, 1.9079, 1.3209)
H (2.3625, -1.7477, -1.5164)
H (-1.2359, -1.3775, 0.3962)
C (1.2780, 1.2247, -1.6850)
H (-2.4380, 2.8965, -0.0634)
H (1.2815, -1.5867, -2.7674)
H (-0.7103, 2.8188, 1.6847)
H (0.8554, -3.2344, -0.4554)
C (-0.1708, -1.2936, 0.2733)
C (0.9757, -0.0754, -1.3067)
C (0.0075, 1.2910, 0.0231)
C (0.4290, -2.2398, -0.8204)
O (2.0260, 1.7438, -2.6125)

## Properties
charge: +1
orbital gap: 9.826 eV
E: -532.99745 Ha
LUMO: -2.8 eV

=====

# 9
DFT (ωB97M-V/def2-TZVPD) results for a cluster of 2 separate species, C7H11N2O2 in total at a distorted geometry.

Geometry (Å):
H (3.2621, 0.9049, -0.2233)
O (0.5241, 3.1849, 0.0705)
C (0.3463, 1.8731, 0.1603)
C (2.4287, 0.2746, -0.5149)
H (-2.6201, -1.7297, 0.2632)
H (0.5601, -2.2690, 0.6789)
H (2.5426, 0.1545, -1.5802)
C (0.9444, -1.5109, -0.0716)
H (0.4070, 3.6275, 0.8596)
C (2.3828, -1.1311, 0.1890)
H (3.1499, -1.7548, -0.1765)
H (-3.2674, -0.2416, -1.5456)
N (0.2511, -0.3011, 0.0942)
O (-0.9439, 1.3886, 0.4201)
H (-3.6459, 0.9517, -0.3330)
C (-0.9340, 0.0806, 0.4773)
H (2.5378, -1.0637, 1.2963)
C (-2.8510, -0.7150, 0.2901)
H (-3.1677, -0.6924, 1.3290)
H (0.5310, -1.7343, -1.0426)
N (-3.5176, -0.0623, -0.5683)
C (1.0798, 0.7656, -0.0725)

## Properties
charge: +1
orbital gap (alpha / beta): 6.262 / 5.949 eV
E: -532.82814 Ha
LUMO (alpha / beta): -2.7 / -6.9 eV
2S+1: 3

=====

# 10
DFT (ωB97M-V/def2-TZVPD) results for the ion C7H11N2O3S with charge -1 at a distorted geometry.

Geometry (Å):
C (2.5869, 0.2840, -0.0115)
C (-1.5246, -0.3228, 0.0423)
C (2.4952, 1.5312, -0.3336)
H (-0.8701, 2.8375, -1.3172)
S (0.6155, 2.1454, 0.1176)
O (3.4416, -1.7897, -0.1095)
C (-0.7742, 0.1037, 1.2257)
H (-1.0213, -1.1835, -0.4742)
H (3.1537, 2.3421, -0.8686)
H (-0.7548, -0.6918, 2.0546)
H (-4.7020, -1.2879, -0.2591)
O (4.9171, -0.2379, -0.5773)
H (-1.2671, 0.4326, -0.7437)
H (-3.5178, -0.6748, -1.5883)
H (-1.3615, 0.9503, 1.6446)
N (0.5328, 0.6881, 1.1278)
O (-2.8860, -0.4878, 0.3778)
C (3.8054, -0.6638, -0.2749)
C (-3.6552, -1.2498, -0.5790)
H (-3.3264, -2.3221, -0.7254)
N (-0.2165, 2.0516, -1.2093)
C (1.5154, -0.3504, 0.7364)
H (1.7796, -0.8953, 1.5284)
H (1.0342, -1.2090, 0.2164)

## Properties
charge: -1
orbital gap: 7.586 eV
E: -1006.65835 Ha
LUMO: 3.0 eV

=====

Look up the E of the second one. -327.89130 Ha